--- a ---
ORCA calculation (ωB97M-V/def2-TZVPD) on an isolated molecule of C20H31N3O2.

Last column: Löwdin charge in e.
Atoms and positions in Å:
O1 -0.61466 0.39000 1.64813  0.08
O2 2.47499 0.73596 -1.47400  0.08
N1 -1.55495 0.20394 -0.42184  0.16
N2 -3.31551 -0.91757 -1.31332  0.12
N3 1.59338 1.50370 0.44599  0.11
C1 -1.51036 5.09363 -0.67889  -0.08
C2 -2.85379 -1.33643 0.99389  0.01
C3 -3.92045 -2.21236 1.04348  -0.02
C4 3.13415 -1.93348 0.79784  -0.16
C5 -0.16496 3.18438 0.24361  -0.11
C6 4.10347 -3.68060 -0.73064  -0.07
C7 3.77377 0.49630 0.57133  -0.23
C8 -2.67748 3.26584 0.55735  -0.07
C9 -4.69207 -2.44523 -0.09335  -0.27
C10 4.36003 -2.36177 -0.00791  -0.39
C11 0.27981 1.75620 -0.10611  -0.22
C12 -1.51094 3.59599 -0.37225  -0.42
C13 -0.67769 0.71361 0.48079  -0.43
C14 4.96291 0.07400 -0.29559  -0.15
C15 2.56725 0.89041 -0.27436  -0.45
C16 -5.85810 -3.38150 -0.06409  -0.06
C17 3.40649 -0.63240 1.54526  -0.15
C18 -4.32983 -1.76034 -1.24591  -0.10
C19 4.71570 -1.25698 -1.00111  -0.17
C20 -2.59065 -0.70709 -0.22116  -0.29
H1 5.15383 0.84687 -1.04215  0.12
H2 2.53031 -0.36161 2.13910  0.11
H3 -5.56585 -4.34158 0.35814  0.08
H4 -1.64791 3.05757 -1.31672  0.13
H5 -2.66828 2.22227 0.85791  0.06
H6 3.89718 -1.13216 -1.70991  0.11
H7 -2.24002 -1.13884 1.85576  0.10
H8 -4.15706 -2.72079 1.96737  0.12
H9 -3.62525 3.46867 0.06375  0.08
H10 -2.47096 5.39694 -1.08838  0.08
H11 3.27125 -3.57494 -1.42322  0.08
H12 -4.88100 -1.89071 -2.16859  0.11
H13 1.63310 1.48319 1.45422  0.14
H14 2.86461 -2.71454 1.51267  0.12
H15 4.24164 -0.78143 2.23482  0.12
H16 -6.25070 -3.54174 -1.06493  0.07
H17 0.62025 3.85419 -0.11293  0.12
H18 -2.62298 3.87735 1.45578  0.09
H19 -0.73700 5.33950 -1.40275  0.08
H20 5.60979 -1.53688 -1.56280  0.12
H21 -1.32915 5.66552 0.22856  0.08
H22 5.84627 -0.00912 0.34325  0.12
H23 2.28883 -1.79360 0.11992  0.12
H24 4.05545 1.38440 1.15114  0.15
H25 0.37169 1.63928 -1.19050  0.15
H26 -1.51509 0.53054 -1.37892  0.15
H27 -0.21639 3.27728 1.33060  0.13
H28 5.19987 -2.49928 0.68471  0.14
H29 3.86125 -4.46789 -0.01960  0.07
H30 -6.65351 -2.97211 0.55852  0.08
H31 4.98221 -3.98501 -1.29484  0.07

Its LUMO energy is 0.03008 hartree. As for the SMILES: Cc1ccc(NC(=O)[C@@H](CC(C)C)NC(=O)[C@H]2CC[C@@H](C)CC2)nc1. The total charge is 0. As for the HOMO energy: -8.78 eV.



--- b ---
ORCA calculation (ωB97M-V/def2-TZVPD) on an isolated molecule of C20H31N3O2.

Last column: Löwdin charge in e.
Atoms and positions in Å:
O1 4.90920 -0.80781 -0.82965  -0.13
O2 2.59416 2.48641 2.04318  0.05
N1 3.99319 -0.83478 0.25447  -0.16
N2 2.26323 2.03310 -0.12924  -0.04
N3 -1.44017 2.02748 -0.15813  0.05
C1 4.43561 1.48784 0.92941  -0.07
C2 2.55986 1.41255 -1.39973  -0.15
C3 -3.81783 1.88839 -0.38382  -0.03
C4 -6.33731 -0.87302 0.27394  -0.40
C5 0.13861 0.77862 -1.61777  -0.14
C6 -5.00546 1.19790 -0.26378  -0.04
C7 0.91922 2.56690 -0.06064  -0.09
C8 -6.37482 -2.07552 -0.67185  -0.07
C9 5.91896 -1.79464 -0.62130  -0.18
C10 5.34150 -2.79281 0.39426  -0.13
C11 -0.11931 1.45783 -0.26398  -0.31
C12 -2.59640 1.27814 -0.08745  -0.27
C13 -3.81629 -0.73400 0.44336  -0.04
C14 -6.57919 -1.31462 1.71901  -0.07
C15 3.91587 -2.24535 0.59500  -0.15
C16 -5.03098 -0.12793 0.15006  -0.24
C17 4.46883 0.01280 1.34028  -0.15
C18 3.01781 2.03596 0.99147  -0.45
C19 -2.62013 -0.05389 0.32868  -0.02
C20 1.57537 0.27297 -1.67056  -0.16
H1 -5.60757 -2.79858 -0.40627  0.07
H2 3.53776 -2.38106 1.60570  0.12
H3 -6.20342 -1.75543 -1.69748  0.08
H4 -1.55102 2.90120 -0.65338  0.13
H5 1.79175 -0.16134 -2.64708  0.12
H6 -7.55160 -1.79441 1.81104  0.07
H7 0.78962 3.03138 0.91836  0.13
H8 5.90359 -2.77374 1.32734  0.10
H9 2.46754 2.17440 -2.18498  0.13
H10 6.83989 -1.32395 -0.25705  0.11
H11 5.00749 2.05546 1.66574  0.12
H12 -0.03063 1.50522 -2.41783  0.12
H13 -6.55126 -0.45557 2.38582  0.08
H14 3.56819 1.01142 -1.41240  0.09
H15 4.89867 1.61384 -0.04720  0.11
H16 0.80069 3.32826 -0.84225  0.14
H17 -3.79433 -1.76399 0.76894  0.11
H18 3.79726 -0.13683 2.18810  0.13
H19 -1.70174 -0.56545 0.57112  0.10
H20 -0.56546 -0.04348 -1.75904  0.11
H21 3.22938 -2.71439 -0.11530  0.12
H22 5.33403 -3.81030 0.01261  0.11
H23 0.00847 0.72543 0.53999  0.15
H24 -7.34362 -2.56834 -0.61952  0.07
H25 -3.82532 2.92039 -0.70808  0.11
H26 6.11472 -2.24446 -1.59638  0.12
H27 5.49031 -0.25283 1.65092  0.13
H28 -5.93326 1.70038 -0.50090  0.11
H29 -7.14554 -0.19024 -0.01260  0.13
H30 -5.81652 -2.02034 2.03882  0.07
H31 1.72840 -0.49518 -0.91196  0.10

Its LUMO energy is 0.02735 hartree. As for the SMILES: CC(C)c1ccc(N[C@H]2CCCN(C(=O)CCN3CCCO3)C2)cc1. The total charge is 0. As for the HOMO energy: -7.43 eV.



In kcal/mol, relative to the most stable structure: a 0.0; b 69.9.



--- a ---
ORCA calculation (ωB97M-V/def2-TZVPD) on a structure of composition C5H13N2O.

Last column: Löwdin charge in e.
Atoms and positions in Å:
O1 -1.53575 -0.34020 1.92495  0.17
N1 -1.17877 -0.46953 -0.45411  0.19
N2 2.79243 1.07064 -0.89239  0.28
C1 2.13849 -0.50402 0.87646  -0.02
C2 -1.50864 -0.37002 0.74929  -0.51
C3 1.67359 0.49822 -0.23406  -0.27
C4 2.29707 2.18761 -1.66294  -0.04
C5 -3.90503 -1.89473 0.53274  -0.04
H1 -4.33003 -0.89919 0.56739  0.03
H2 3.03077 2.50810 -2.40155  0.11
H3 -3.57938 -2.24420 1.51368  0.03
H4 1.04950 -0.04198 -0.97754  0.17
H5 2.84663 -1.21690 0.43312  0.10
H6 -2.97437 -1.83788 -0.03875  -0.01
H7 2.15333 3.08570 -1.01444  0.17
H8 0.99351 1.25216 0.19961  0.14
H9 -0.69373 0.52229 0.14235  0.16
H10 2.68048 0.17660 1.53784  0.09
H11 1.29686 -0.97727 1.36054  0.08
H12 1.34118 2.07372 -2.20146  0.14
H13 -4.58816 -2.57913 0.03928  0.04

Its LUMO energy is -0.33470 hartree. The total charge is +1. As for the HOMO energy: -14.80 eV.



--- b ---
ORCA calculation (ωB97M-V/def2-TZVPD) on the ion C5H13N2O with charge +1.

Last column: Löwdin charge in e.
Atoms and positions in Å:
O1 0.40610 0.96096 -0.94829  0.15
N1 -1.95767 -0.14558 -0.00378  0.03
N2 1.71275 -0.25551 0.51560  -0.03
C1 0.50828 0.43528 0.14095  -0.49
C2 -0.77699 -0.82802 0.11156  -0.16
C3 2.89713 0.69744 0.38409  -0.03
C4 -2.20663 1.12533 0.62855  -0.03
C5 -0.59770 -1.76054 -1.07337  0.01
H1 0.23871 1.04111 1.03237  0.18
H2 -0.86159 -1.30653 1.09505  0.20
H3 -1.66887 1.90643 0.07576  0.12
H4 3.35268 0.88733 1.35248  0.08
H5 3.62089 0.09329 -0.15604  0.09
H6 -1.34404 -2.55215 -1.08529  0.11
H7 -1.98411 1.12650 1.69784  0.11
H8 1.91513 -0.93371 -0.21181  0.09
H9 2.63647 1.60898 -0.14626  0.09
H10 -2.27052 -0.12978 -0.96955  0.16
H11 -3.27353 1.35542 0.58586  0.11
H12 -0.76004 -1.17086 -1.97839  0.10
H13 0.41356 -2.15538 -1.04730  0.09

Its LUMO energy is -0.28515 hartree. The total charge is +1. As for the HOMO energy: -13.94 eV.



In kcal/mol, relative to the most stable structure: a 55.5; b 0.0.



--- a ---
ORCA calculation (ωB97M-V/def2-TZVPD) on the ion C5H13N2O with charge +1.

Last column: Löwdin charge in e.
Atoms and positions in Å:
O1 -1.36658 -1.91727 2.05197  0.05
N1 -0.85357 -2.85006 0.00608  0.21
N2 -0.10577 0.35093 1.96010  0.24
C1 0.61615 1.85145 -2.03654  -0.09
C2 -0.74152 -1.85139 0.98131  -0.42
C3 0.87057 1.35031 -0.60747  -0.25
C4 0.16918 -0.64989 0.78020  -0.17
C5 -0.05632 0.12655 -0.50628  -0.19
H1 1.31508 -0.83473 0.94620  0.20
H2 -0.09292 1.31911 1.67210  0.14
H3 -0.46981 1.96568 -2.27980  0.10
H4 1.95358 1.01496 -0.46696  0.15
H5 1.04851 1.08866 -2.60138  0.06
H6 1.06789 2.85930 -2.11743  0.10
H7 -0.66315 -2.68232 -0.92738  0.07
H8 -1.17616 0.23473 2.20024  0.22
H9 -1.10839 0.47573 -0.55681  0.14
H10 0.63608 2.14297 0.06960  0.09
H11 0.38765 0.17327 2.74277  0.11
H12 0.00010 -0.51380 -1.42416  0.14
H13 -1.43061 -3.65420 0.11367  0.12

Its LUMO energy is -0.12133 hartree. As for the SMILES: CCC[C@@H]([NH3+])C(N)=O. The total charge is +1. As for the HOMO energy: -14.50 eV.



--- b ---
ORCA calculation (ωB97M-V/def2-TZVPD) on the ion C5H13N2O with charge +1.

Last column: Löwdin charge in e.
Atoms and positions in Å:
O1 -1.09136 -0.27481 1.80195  0.02
N1 0.57146 -2.16193 -0.21182  0.20
N2 -2.04780 1.70526 1.87869  0.19
C1 2.24887 -0.14716 -0.62365  -0.05
C2 -0.16405 0.09425 -0.95718  -0.21
C3 -1.37945 0.73035 1.14524  -0.47
C4 0.87387 -0.55745 -0.10541  -0.26
C5 -1.02930 1.11697 -0.27302  -0.12
H1 0.73847 -0.29936 1.00662  0.16
H2 3.06313 -1.00222 -0.75547  0.13
H3 -0.34816 -2.30762 -0.70508  0.16
H4 0.21828 -2.67632 0.58456  0.14
H5 -0.79507 -0.45631 -1.82230  0.18
H6 -2.49518 2.47187 1.47734  0.09
H7 -2.39041 1.48558 2.73666  0.07
H8 2.72459 0.63775 -0.02549  0.09
H9 2.29186 0.38858 -1.54788  0.06
H10 0.31209 0.74635 -1.69696  0.11
H11 1.30594 -2.83506 -0.64710  0.20
H12 -0.66956 2.18641 -0.35937  0.15
H13 -1.93824 1.15487 -0.90035  0.14

Its LUMO energy is -0.12045 hartree. As for the SMILES: C[C@H]([NH3+])CCC(N)=O. The total charge is +1. As for the HOMO energy: -13.49 eV.



In kcal/mol, relative to the most stable structure: a 0.0; b 21.3.



--- a ---
ORCA calculation (ωB97M-V/def2-TZVPD) on a cluster of 2 separate species, C5H13N2O in total.

Last column: Löwdin charge in e.
Atoms and positions in Å:
O1 -2.31369 -0.56575 -1.40417  0.13
N1 -1.38807 0.29161 0.50618  0.13
N2 1.96398 0.01758 0.07103  -0.22
C1 -3.81588 0.24616 0.14943  0.02
C2 -2.37097 0.01283 -0.23996  -0.52
C3 2.71105 0.49610 -1.02570  -0.04
C4 2.33897 -1.22548 0.77893  0.03
C5 0.89132 0.61808 0.47697  0.08
H1 1.51131 -1.41906 1.40202  0.08
H2 -3.79751 1.11389 0.72324  0.05
H3 -1.38181 -0.63716 -1.65680  0.13
H4 2.19593 1.34976 -1.55151  0.13
H5 0.66976 0.26041 1.42189  0.07
H6 -4.31070 0.54097 -0.84066  0.12
H7 0.44352 1.62893 0.12919  0.17
H8 3.21446 -1.13590 1.45174  0.13
H9 3.79031 0.62073 -0.76730  0.13
H10 -1.55088 0.60237 1.40735  0.06
H11 2.80736 -0.23915 -1.82296  0.10
H12 2.57607 -1.93661 0.01693  0.10
H13 -4.18451 -0.64029 0.77417  0.13

Its LUMO energy is -0.13498 hartree. The total charge is +1. As for the HOMO energy: -13.87 eV.



--- b ---
ORCA calculation (ωB97M-V/def2-TZVPD) on a cluster of 2 separate species, C5H13N2O in total.

Last column: Löwdin charge in e.
Atoms and positions in Å:
O1 3.23317 -0.56962 -0.74479  -0.05
N1 -2.47595 0.45986 0.20836  0.08
N2 0.91444 -0.78905 0.79662  0.18
C1 0.23424 0.38173 1.35465  -0.18
C2 -2.92695 -0.72084 -0.12651  0.01
C3 -0.12836 1.33252 0.26855  -0.15
C4 -1.21326 0.61138 -0.40074  -0.47
C5 -1.04292 0.45543 -1.74177  0.09
H1 1.61269 -0.56086 0.08481  0.10
H2 -0.66457 -0.01218 1.89670  0.15
H3 -2.27988 -1.57214 -0.42409  0.09
H4 3.86878 -1.09250 -0.22469  0.08
H5 0.72982 1.51452 -0.36877  0.12
H6 0.00880 0.77520 -2.10898  0.10
H7 0.20590 -1.42024 0.41589  0.16
H8 0.91987 0.86579 2.02078  0.13
H9 3.86239 0.16951 -0.87924  0.09
H10 1.33688 -1.36543 1.57523  0.20
H11 -3.90741 -0.98957 0.16127  0.07
H12 -1.82067 0.29690 -2.46576  0.07
H13 -0.46701 2.22957 0.70247  0.13

Its LUMO energy is -0.12664 hartree. The total charge is +1. As for the HOMO energy: -12.84 eV.



In kcal/mol, relative to the most stable structure: a 0.0; b 2.2.